No. 1
The following is a quantum chemistry calculation of a single C3H6N2O molecule, from the OMol25 dataset.

Last column: natural (NBO) charge in e.
Positions of all 12 atoms, in Å:
1 O -1.43 1.98 1.04  -0.515
2 N -1.24 -0.94 -0.84  -0.673
3 N 0.54 0.42 0.03  -0.604
4 C -1.76 1.02 0.38  0.398
5 C 1.61 -0.55 0.00  -0.420
6 C -0.75 0.07 -0.22  0.314
7 H 2.48 -0.13 0.50  0.217
8 H 0.63 1.22 0.63  0.414
9 H -0.50 -1.54 -1.22  0.337
10 H -2.81 0.74 0.19  0.142
11 H 1.32 -1.47 0.52  0.194
12 H 1.90 -0.81 -1.02  0.197

Values from the calculation:
Multiplicity: 1
ΔE to the lowest compared entry with this formula, charge and spin: 1.251 eV
E: -302.647110 a.u.
SMILES: [H]/N=C(/C=O)NC
Highest occupied orbital energy: -9.5250 eV
Max |F|: 0.6 eV/Å

=====

No. 2
The following is a quantum chemistry calculation of a single C3H6N2O molecule, from the OMol25 dataset.

Last column: natural (NBO) charge in e.
Positions of all 12 atoms, in Å:
1 O -1.81 0.64 -0.61  -0.538
2 N 2.00 -0.24 -0.67  -0.696
3 N 0.63 1.18 0.65  -0.862
4 C 1.00 -0.07 0.17  0.442
5 C -0.15 -1.06 0.52  -0.573
6 C -1.57 -0.42 0.07  0.428
7 H 1.36 1.60 0.13  0.378
8 H -2.27 -1.20 -0.08  0.131
9 H 1.96 -1.20 -1.14  0.349
10 H -0.23 -1.26 1.69  0.273
11 H -0.23 -1.95 -0.26  0.244
12 H -0.23 1.62 0.10  0.425

Values from the calculation:
Multiplicity: 1
ΔE to the lowest compared entry with this formula, charge and spin: 3.351 eV
E: -302.569954 a.u.
SMILES: [H]/N=C(/N)CC=O
Highest occupied orbital energy: -9.5659 eV
Max |F|: 5.7 eV/Å

=====

No. 3
The following is a quantum chemistry calculation of 2 unconnected molecules or ions with the total composition C3H6N2O, from the OMol25 dataset.

Last column: natural (NBO) charge in e.
Positions of all 12 atoms, in Å:
1 O 0.15 2.31 0.37  -0.698
2 N 0.89 -1.02 0.49  -0.653
3 N -0.67 -1.74 -1.78  -0.764
4 C -1.59 -1.88 -2.50  0.254
5 C 0.47 0.04 1.05  0.155
6 C -0.43 1.02 0.34  -0.141
7 H -1.38 1.10 0.87  0.201
8 H 1.51 -1.56 1.10  0.359
9 H 0.88 2.31 -0.26  0.471
10 H -0.63 0.67 -0.68  0.193
11 H 0.75 0.33 2.07  0.168
12 H 0.05 -1.58 -1.07  0.455

Values from the calculation:
Multiplicity: 1
ΔE to the lowest compared entry with this formula, charge and spin: 2.636 eV
E: -302.596231 a.u.
Highest occupied orbital energy: -10.8027 eV
Max |F|: 1.2 eV/Å

=====

No. 4
The following is a quantum chemistry calculation of 2 unconnected molecules or ions with the total composition C3H6N2O, from the OMol25 dataset.

Last column: natural (NBO) charge in e.
Positions of all 12 atoms, in Å:
1 O -1.58 0.13 -0.54  -0.534
2 N 1.83 0.48 -1.74  -0.729
3 N 0.74 2.08 -0.24  -0.735
4 C 1.20 1.25 -1.02  0.666
5 C -0.25 -1.23 0.92  -0.722
6 C -1.39 -0.32 0.57  0.452
7 H -0.04 2.63 -0.57  0.403
8 H -2.09 -0.08 1.40  0.107
9 H 0.52 -1.20 0.15  0.221
10 H 0.18 -0.97 1.89  0.236
11 H -0.63 -2.26 1.00  0.241
12 H 1.47 -0.47 -1.83  0.395

Values from the calculation:
Multiplicity: 1
ΔE to the lowest compared entry with this formula, charge and spin: 1.798 eV
E: -302.627032 a.u.
SMILES: N=C=N.CC=O
Highest occupied orbital energy: -10.1916 eV
Max |F|: 0.6 eV/Å

=====

No. 5
The following is a quantum chemistry calculation of a single C3H6N2O molecule, from the OMol25 dataset.

Last column: natural (NBO) charge in e.
Positions of all 12 atoms, in Å:
1 O 1.61 -0.65 -0.56  -0.392
2 N 1.70 0.77 -0.39  -0.075
3 N -1.40 -0.07 -0.62  -0.819
4 C -0.44 0.12 0.39  -0.150
5 C 0.54 -1.08 0.34  -0.106
6 C 0.60 1.16 0.14  -0.013
7 H -0.96 -0.22 -1.57  0.368
8 H -0.15 -1.85 -0.15  0.216
9 H 0.41 2.15 0.53  0.206
10 H -1.96 0.79 -0.74  0.362
11 H 1.00 -1.29 1.28  0.193
12 H -0.94 0.17 1.34  0.209

Values from the calculation:
Multiplicity: 1
ΔE to the lowest compared entry with this formula, charge and spin: 3.265 eV
E: -302.573126 a.u.
SMILES: N[C@@H]1C=NOC1
Highest occupied orbital energy: -9.7868 eV
Max |F|: 3.4 eV/Å

=====

No. 6
The following is a quantum chemistry calculation of a single C3H6N2O molecule, from the OMol25 dataset.

Last column: natural (NBO) charge in e.
Positions of all 12 atoms, in Å:
1 O 0.71 -0.39 -1.94  -0.703
2 N -2.25 0.08 1.70  -0.320
3 N 1.12 0.44 0.91  -0.806
4 C -0.14 0.52 0.18  -0.175
5 C -1.33 0.33 1.04  0.250
6 C -0.26 -0.54 -0.94  -0.053
7 H -0.23 -1.53 -0.48  0.169
8 H 1.43 -1.01 -1.78  0.478
9 H -1.24 -0.41 -1.40  0.187
10 H -0.20 1.51 -0.29  0.237
11 H 1.29 1.31 1.42  0.371
12 H 1.09 -0.30 1.61  0.364

Values from the calculation:
Multiplicity: 1
ΔE to the lowest compared entry with this formula, charge and spin: 1.437 eV
E: -302.640272 a.u.
SMILES: N#C[C@@H](N)CO
Highest occupied orbital energy: -10.4494 eV
Max |F|: 1.1 eV/Å

=====

No. 7
The following is a quantum chemistry calculation of a single C3H6N2O molecule, from the OMol25 dataset.

Last column: natural (NBO) charge in e.
Positions of all 12 atoms, in Å:
1 O -1.95 -0.36 1.00  -0.532
2 N 0.91 -1.13 1.31  -0.734
3 N -0.04 0.05 -0.29  -0.500
4 C 1.11 -0.28 0.37  0.300
5 C -1.07 -0.79 0.30  0.578
6 C -0.33 1.21 -1.11  -0.406
7 H -0.67 0.92 -2.12  0.200
8 H 1.71 -1.57 1.74  0.364
9 H 0.57 1.82 -1.24  0.210
10 H -0.96 -1.84 0.00  0.136
11 H 2.04 0.20 0.05  0.168
12 H -1.12 1.82 -0.66  0.217

Values from the calculation:
Multiplicity: 1
ΔE to the lowest compared entry with this formula, charge and spin: 1.852 eV
E: -302.625052 a.u.
SMILES: [H]/N=C/N(C)C=O
Highest occupied orbital energy: -9.2633 eV
Max |F|: 0.7 eV/Å

=====

No. 8
The following is a quantum chemistry calculation of a single C3H6N2O molecule, from the OMol25 dataset.

Last column: natural (NBO) charge in e.
Positions of all 12 atoms, in Å:
1 O 3.41 -0.44 0.42  -0.570
2 N -1.03 -0.24 0.14  -0.487
3 N 1.16 -0.30 0.17  -0.609
4 C 0.02 0.43 0.05  0.271
5 C -2.10 -0.21 -0.75  -0.430
6 C 2.39 0.19 0.32  0.540
7 H 1.04 -1.31 0.14  0.429
8 H -1.80 0.45 -1.57  0.171
9 H -2.21 -1.24 -1.13  0.205
10 H -3.08 -0.06 -0.30  0.207
11 H -0.18 1.45 -0.31  0.170
12 H 2.38 1.28 0.34  0.103

Values from the calculation:
Multiplicity: 1
ΔE to the lowest compared entry with this formula, charge and spin: 2.320 eV
E: -302.607835 a.u.
SMILES: C/N=C/NC=O
Highest occupied orbital energy: -8.9026 eV
Max |F|: 3.2 eV/Å

=====

No. 9
The following is a quantum chemistry calculation of a single C3H6N2O molecule, from the OMol25 dataset.

Last column: natural (NBO) charge in e.
Positions of all 12 atoms, in Å:
1 O 2.02 -0.69 1.03  -0.581
2 N 1.43 0.54 0.72  -0.132
3 N -1.56 -0.08 0.09  -0.567
4 C -0.60 1.22 -0.46  -0.263
5 C -0.36 -0.94 -0.17  -0.304
6 C 0.46 0.30 -0.06  0.180
7 H -0.31 -1.38 -1.17  0.194
8 H -0.36 2.28 -0.20  0.226
9 H 2.60 -0.49 1.77  0.477
10 H -0.96 1.22 -1.48  0.199
11 H -0.09 -1.67 0.59  0.224
12 H -2.25 -0.30 -0.64  0.346

Values from the calculation:
Multiplicity: 1
ΔE to the lowest compared entry with this formula, charge and spin: 4.778 eV
E: -302.517520 a.u.
SMILES: ON=C1CNC1
Highest occupied orbital energy: -9.2074 eV
Max |F|: 1.9 eV/Å

=====

No. 10
The following is a quantum chemistry calculation of a molecular structure, C3H6N2O2, from the OMol25 dataset.

Last column: natural (NBO) charge in e.
Positions of all 13 atoms, in Å:
1 O 1.02 -1.88 0.10  -0.692
2 O 1.23 0.61 -1.29  -0.704
3 N -0.83 -0.96 1.37  -0.534
4 N -1.01 1.18 -0.83  -0.848
5 C 0.46 0.39 1.06  -0.244
6 C 0.18 0.55 -0.36  0.341
7 C 0.12 -0.88 0.39  0.347
8 H -1.64 -0.42 1.06  0.362
9 H 1.85 -0.12 -1.11  0.493
10 H 0.18 1.01 1.90  0.237
11 H -1.00 2.18 -0.61  0.372
12 H 0.54 -2.72 0.16  0.493
13 H -1.10 1.08 -1.83  0.377

Values from the calculation:
Multiplicity: 1
ΔE to the lowest compared entry with this formula, charge and spin: 5.755 eV
E: -377.747859 a.u.
Highest occupied orbital energy: -9.0906 eV
Max |F|: 1.6 eV/Å

=====

No. 11
The following is a quantum chemistry calculation of a single C3H6N2O2 molecule, from the OMol25 dataset.

Last column: natural (NBO) charge in e.
Positions of all 13 atoms, in Å:
1 O -0.59 1.33 -1.03  -0.684
2 O -1.18 0.72 1.25  -0.410
3 N -0.36 -1.95 -0.59  -0.809
4 N -1.55 -0.62 1.06  -0.156
5 C 1.27 0.74 0.42  -0.657
6 C -0.75 -0.82 0.06  0.287
7 C -0.19 0.57 0.03  0.466
8 H -0.88 -2.78 -0.35  0.399
9 H 1.40 1.74 0.83  0.224
10 H -0.15 -1.85 -1.57  0.394
11 H 1.55 0.01 1.17  0.237
12 H -0.45 2.27 -0.82  0.485
13 H 1.90 0.63 -0.46  0.225

Values from the calculation:
Multiplicity: 1
ΔE to the lowest compared entry with this formula, charge and spin: 3.848 eV
E: -377.817945 a.u.
SMILES: C[C@]1(O)ON=C1N
Highest occupied orbital energy: -8.4295 eV
Max |F|: 2.4 eV/Å

=====

No. 12
The following is a quantum chemistry calculation of a single C3H6N2O2 molecule, from the OMol25 dataset.

Last column: natural (NBO) charge in e.
Positions of all 13 atoms, in Å:
1 O 1.30 0.85 2.05  -0.661
2 O 0.12 -1.58 -0.12  -0.485
3 N -1.14 -0.14 -1.40  -0.793
4 N 0.74 1.50 -0.08  -0.770
5 C 0.16 -0.71 1.02  -0.376
6 C 0.73 0.63 0.91  0.614
7 C -0.63 -1.28 -1.17  0.446
8 H 0.11 1.31 -0.85  0.448
9 H 1.26 2.36 0.00  0.407
10 H -1.67 -0.15 -2.26  0.360
11 H -0.72 -2.15 -1.83  0.153
12 H -0.83 -0.66 1.48  0.205
13 H 1.09 -0.30 2.20  0.453

Values from the calculation:
Multiplicity: 1
ΔE to the lowest compared entry with this formula, charge and spin: 3.961 eV
E: -377.813786 a.u.
SMILES: [H]/N=C/O/C=C(\N)O
Highest occupied orbital energy: -8.2776 eV
Max |F|: 0.3 eV/Å

=====

No. 13
The following is a quantum chemistry calculation of a single C3H6N2O2 molecule, from the OMol25 dataset.

Last column: natural (NBO) charge in e.
Positions of all 13 atoms, in Å:
1 O 1.80 -0.03 -0.36  -0.376
2 O -0.11 0.80 0.79  -0.510
3 N -1.58 -0.12 -0.74  -0.828
4 N 1.22 1.04 -1.22  -0.365
5 C -0.82 -0.34 0.39  0.461
6 C 1.10 1.01 0.21  0.466
7 C -0.77 -1.42 1.17  -0.549
8 H -0.18 -1.40 2.08  0.217
9 H -1.32 -2.32 0.91  0.204
10 H -1.09 0.42 -1.45  0.396
11 H 1.67 1.71 0.82  0.165
12 H 2.03 1.62 -1.47  0.341
13 H -1.96 -0.98 -1.13  0.380

Values from the calculation:
Multiplicity: 1
ΔE to the lowest compared entry with this formula, charge and spin: 4.486 eV
E: -377.794475 a.u.
SMILES: C=C(N)O[C@@H]1NO1
Highest occupied orbital energy: -8.4383 eV
Max |F|: 0.3 eV/Å

=====

No. 14
The following is a quantum chemistry calculation of a single C3H6N2O2 molecule, from the OMol25 dataset.

Last column: natural (NBO) charge in e.
Positions of all 13 atoms, in Å:
1 O 2.27 0.00 2.74  -0.561
2 O -1.28 -0.06 0.01  -0.501
3 N 0.57 -0.03 1.23  -0.652
4 N 0.67 0.06 -1.18  -0.761
5 C 1.89 0.02 1.59  0.544
6 C 0.06 0.00 -0.07  0.706
7 C -1.96 -0.02 -1.25  -0.257
8 H -1.80 0.94 -1.75  0.196
9 H -0.09 -0.09 1.99  0.425
10 H 2.58 0.09 0.73  0.112
11 H 1.68 0.08 -1.10  0.352
12 H -3.01 -0.17 -1.03  0.195
13 H -1.58 -0.81 -1.91  0.202

Values from the calculation:
Multiplicity: 1
ΔE to the lowest compared entry with this formula, charge and spin: 1.354 eV
E: -377.909571 a.u.
SMILES: [H]/N=C(\NC=O)OC
Highest occupied orbital energy: -10.2017 eV
Max |F|: 0.4 eV/Å

=====

No. 15
The following is a quantum chemistry calculation of a single C3H6N2O2 molecule, from the OMol25 dataset.

Last column: natural (NBO) charge in e.
Positions of all 13 atoms, in Å:
1 O 1.49 -0.06 1.18  -0.732
2 O 1.73 0.47 -1.10  -0.675
3 N -1.50 1.23 0.20  -0.131
4 N -0.46 1.73 0.28  -0.129
5 C -1.63 -0.15 -0.04  -0.270
6 C 0.93 0.13 -0.08  0.582
7 C -0.22 -0.80 -0.42  -0.523
8 H 2.62 0.52 -0.72  0.486
9 H -0.23 -1.25 -1.42  0.235
10 H 1.56 0.70 1.68  0.492
11 H -2.33 -0.36 -0.80  0.215
12 H -0.11 -1.62 0.35  0.236
13 H -1.85 -0.53 0.90  0.213

Values from the calculation:
Multiplicity: 1
ΔE to the lowest compared entry with this formula, charge and spin: 4.528 eV
E: -377.792923 a.u.
Highest occupied orbital energy: -7.1109 eV
Max |F|: 5.0 eV/Å

=====

No. 16
The following is a quantum chemistry calculation of a single C3H6N2O2 molecule, from the OMol25 dataset.

Last column: natural (NBO) charge in e.
Positions of all 13 atoms, in Å:
1 O 1.07 -0.01 0.93  -0.481
2 O -2.33 -0.34 1.43  -0.604
3 N 1.23 0.13 -1.36  -0.769
4 N -1.47 0.71 -0.40  -0.833
5 C -0.08 -0.87 0.84  -0.179
6 C 1.69 0.35 -0.20  0.434
7 C -1.41 -0.13 0.66  0.642
8 H -0.76 0.68 -1.11  0.424
9 H 1.88 0.47 -2.07  0.364
10 H -2.37 1.13 -0.59  0.401
11 H -0.13 -1.38 1.80  0.224
12 H 2.62 0.85 0.05  0.162
13 H 0.07 -1.59 0.03  0.215

Values from the calculation:
Multiplicity: 1
ΔE to the lowest compared entry with this formula, charge and spin: 1.229 eV
E: -377.914165 a.u.
SMILES: [H]/N=C/OCC(N)=O
Highest occupied orbital energy: -9.8010 eV
Max |F|: 0.4 eV/Å

=====

No. 17
The following is a quantum chemistry calculation of a single C3H6N2O2 molecule, from the OMol25 dataset.

Last column: natural (NBO) charge in e.
Positions of all 13 atoms, in Å:
1 O 2.09 2.51 0.74  -0.585
2 O -1.13 -0.26 0.96  -0.537
3 N 0.33 1.75 1.96  -0.825
4 N -0.26 -0.20 0.02  0.109
5 C 1.10 1.87 0.86  0.659
6 C -0.31 -1.28 -0.97  -0.427
7 C 0.68 0.68 -0.17  -0.101
8 H -0.57 1.34 1.97  0.433
9 H 0.66 -1.22 -1.29  0.201
10 H -0.39 -2.27 -0.42  0.227
11 H -1.01 -1.33 -1.78  0.230
12 H 0.72 2.12 2.83  0.398
13 H 1.38 0.67 -1.05  0.220

Values from the calculation:
Multiplicity: 1
ΔE to the lowest compared entry with this formula, charge and spin: 3.897 eV
E: -377.816111 a.u.
Highest occupied orbital energy: -9.4846 eV
Max |F|: 4.4 eV/Å

=====

No. 18
The following is a quantum chemistry calculation of a single C3H6N2O2 molecule, from the OMol25 dataset.

Last column: natural (NBO) charge in e.
Positions of all 13 atoms, in Å:
1 O -2.95 -0.05 -1.52  -0.581
2 O 1.38 -1.71 0.11  -0.590
3 N 2.09 0.43 -0.09  -0.831
4 N -1.28 -0.50 -0.02  -0.614
5 C -0.16 0.00 0.75  -0.319
6 C -1.97 0.27 -0.89  0.536
7 C 1.15 -0.52 0.19  0.659
8 H -0.30 -0.30 1.80  0.225
9 H -1.25 -1.50 -0.07  0.418
10 H -0.14 1.09 0.88  0.207
11 H 2.92 0.18 -0.60  0.406
12 H -1.56 1.30 -0.94  0.091
13 H 2.08 1.31 0.40  0.393

Values from the calculation:
Multiplicity: 1
ΔE to the lowest compared entry with this formula, charge and spin: 0.985 eV
E: -377.923157 a.u.
SMILES: NC(=O)CNC=O
Highest occupied orbital energy: -9.9006 eV
Max |F|: 1.5 eV/Å

=====

No. 19
The following is a quantum chemistry calculation of a molecular structure, C3H6N2O2, from the OMol25 dataset.

Last column: natural (NBO) charge in e.
Positions of all 13 atoms, in Å:
1 O -0.15 1.45 0.64  -0.476
2 O 0.81 -0.52 -2.23  -0.532
3 N 0.97 -1.24 0.07  -0.919
4 N -1.60 -0.31 0.29  -0.793
5 C 0.68 -0.23 -1.07  0.652
6 C -1.29 0.81 0.83  0.431
7 C 0.84 1.03 -0.33  -0.341
8 H -2.55 -0.58 0.54  0.366
9 H 1.55 -2.02 -0.24  0.407
10 H 1.50 -0.11 0.43  0.405
11 H -1.91 1.38 1.52  0.158
12 H 1.06 1.90 -0.95  0.207
13 H 0.08 -1.55 0.48  0.436

Values from the calculation:
Multiplicity: 1
ΔE to the lowest compared entry with this formula, charge and spin: 4.810 eV
E: -377.782559 a.u.
Highest occupied orbital energy: -8.2610 eV
Max |F|: 0.9 eV/Å

=====

No. 20
The following is a quantum chemistry calculation of a single C3H6N2O2 molecule, from the OMol25 dataset.

Last column: natural (NBO) charge in e.
Positions of all 13 atoms, in Å:
1 O -2.90 -0.49 1.48  -0.545
2 O 1.00 -1.51 -0.79  -0.569
3 N 1.72 1.18 -0.99  -0.807
4 N -1.07 -1.14 0.09  -0.675
5 C 0.26 -0.67 -0.24  0.671
6 C 0.72 0.75 0.02  -0.344
7 C -1.73 -0.51 1.14  0.540
8 H 2.11 0.33 -1.32  0.373
9 H -0.15 1.49 -0.14  0.224
10 H 1.37 1.62 -1.76  0.357
11 H 1.10 0.86 1.13  0.233
12 H -0.99 0.06 1.79  0.103
13 H -1.45 -1.97 -0.41  0.439

Values from the calculation:
Multiplicity: 1
ΔE to the lowest compared entry with this formula, charge and spin: 1.936 eV
E: -377.888205 a.u.
SMILES: NCC(=O)NC=O
Highest occupied orbital energy: -10.1524 eV
Max |F|: 4.3 eV/Å